Record 1
# F6H24O12P

A molecular structure, F6H24O12P in a non-equilibrium geometry (wB97M-V/def2-TZVPD, the OMol25 dataset).

Atoms and positions in Å:
P -14.791 19.507 -12.184
F -15.537 18.580 -13.194
F -16.036 20.537 -12.038
F -15.499 18.648 -11.026
F -14.156 20.389 -10.971
F -13.515 18.460 -12.050
F -14.081 20.452 -13.297
O -14.628 17.244 -14.406
H -14.275 17.201 -15.294
H -14.676 18.180 -14.212
O -15.953 16.821 -11.621
H -16.623 17.411 -11.276
H -15.569 17.298 -12.357
O -14.085 16.617 -12.550
H -14.315 17.490 -12.232
H -14.204 16.669 -13.499
O -16.973 20.042 -10.118
H -16.487 19.952 -10.937
H -16.406 20.573 -9.559
O -17.710 20.445 -13.982
H -16.818 20.695 -13.743
H -17.972 19.815 -13.311
O -13.164 22.133 -12.262
H -13.368 22.148 -11.327
H -13.739 21.459 -12.623
O -13.680 22.081 -10.152
H -14.124 22.771 -9.660
H -14.376 21.468 -10.388
O -11.856 20.188 -11.904
H -12.762 19.894 -11.813
H -11.545 19.762 -12.703
O -17.527 18.278 -11.145
H -18.051 18.718 -11.814
H -17.313 18.966 -10.515
O -13.470 18.358 -10.025
H -12.946 18.202 -10.811
H -14.319 18.650 -10.358
O -16.772 22.218 -11.961
H -16.224 21.433 -11.953
H -17.546 21.975 -11.454
O -14.553 19.516 -14.854
H -14.538 19.798 -13.940
H -13.958 20.117 -15.301

Relative energy (zero: lowest compared OMol25 entry of this formula, charge and spin)   35.146 eV
Charge   -1
Lowest unoccupied orbital energy   2.495 eV
E_HOMO   -4.58 eV
Orbital gap   7.071 eV

Atom charges from the Löwdin analysis, given in e for atoms 1 to 5: P 0.51; F -0.07; F 0.04; F -0.19; F -0.13

***

Record 2
# C22H31BBrNO4PV

A molecular structure, C22H31BBrNO4PV in a non-equilibrium geometry (wB97M-V/def2-TZVPD, the OMol25 dataset).

Atoms and positions in Å:
V 1.335 0.913 -1.124
N 1.364 -0.916 1.167
C 2.546 -1.411 0.452
C 2.495 -0.710 -0.909
O 3.308 0.216 -1.174
O 1.497 -0.984 -1.663
H 1.322 -1.245 2.123
H 0.519 -1.236 0.702
H 2.567 -2.502 0.325
H 3.444 -1.094 0.978
O 1.991 3.568 -2.977
B 1.915 2.696 -1.864
O 2.181 3.494 -0.701
C 2.358 4.775 -1.114
C 2.594 5.915 -0.376
C 2.725 7.115 -1.076
C 2.621 7.158 -2.459
C 2.378 6.001 -3.201
C 2.248 4.818 -2.507
H 2.668 5.879 0.703
H 2.903 8.032 -0.527
H 2.721 8.106 -2.975
H 2.283 6.023 -4.279
C -3.063 -1.931 -1.670
C -3.716 -1.567 -0.329
C -4.158 -0.101 -0.394
C -4.927 -2.468 -0.095
P -2.280 -1.739 0.909
C -2.236 -3.579 1.095
C -1.196 -4.214 0.412
C -1.035 -5.592 0.455
C -1.904 -6.369 1.207
C -2.939 -5.755 1.899
C -3.106 -4.379 1.838
C -2.809 -1.080 2.616
C -1.898 -1.772 3.638
C -4.268 -1.191 3.055
C -2.423 0.406 2.569
H -3.792 -1.840 -2.481
H -2.695 -2.960 -1.664
H -2.226 -1.263 -1.885
H -4.750 0.065 -1.298
H -3.297 0.569 -0.434
H -4.778 0.172 0.462
H -5.679 -2.257 -0.863
H -5.386 -2.288 0.878
H -4.661 -3.522 -0.166
H -0.500 -3.615 -0.166
H -0.222 -6.055 -0.091
H -1.775 -7.443 1.254
H -3.624 -6.352 2.488
H -3.936 -3.937 2.369
H -2.200 -2.800 3.832
H -1.917 -1.223 4.584
H -0.864 -1.786 3.280
H -4.621 -2.220 3.105
H -4.924 -0.632 2.388
H -4.369 -0.761 4.057
H -1.369 0.531 2.316
H -2.605 0.876 3.541
H -2.994 0.945 1.812
Br -0.811 1.760 -0.633

Relative energy (zero: lowest compared OMol25 entry of this formula, charge and spin)   2.458 eV
Charge   -1
Lowest unoccupied orbital energy (alpha / beta)   2.425 / 2.422 eV
E_HOMO (alpha / beta)   -3.51 / -4.75 eV
Orbital gap (alpha / beta)   5.938 / 7.169 eV
2S+1   4

Atom charges from the Löwdin analysis, given in e for atoms 1 to 5: V 0.42; N 0.01; C -0.19; C -0.76; O -0.05

***

Record 3
# C22H28N7O2Sr

A molecular structure, C22H28N7O2Sr in a non-equilibrium geometry (wB97M-V/def2-TZVPD, the OMol25 dataset).

Atoms and positions in Å:
Sr 0.690 0.052 -0.173
N 2.367 -1.272 -1.792
C 2.685 -0.465 -2.999
C 1.477 0.309 -3.499
N 1.123 1.383 -2.528
C 2.149 2.452 -2.321
C 2.626 2.484 -0.827
N 1.518 2.657 0.124
C -0.215 1.944 -2.854
C -1.354 0.928 -2.647
N -1.706 0.771 -1.199
H 3.175 -1.717 -1.479
H 1.784 -2.108 -2.120
H 3.082 -1.148 -3.804
H 3.449 0.195 -2.729
H 0.705 -0.391 -3.653
H 1.712 0.675 -4.539
H 1.724 3.443 -2.484
H 3.053 2.442 -2.992
H 3.409 3.228 -0.667
H 3.075 1.482 -0.691
H 1.155 3.588 -0.010
H 2.002 2.793 1.049
H -0.332 2.410 -3.830
H -0.460 2.707 -2.087
H -1.196 -0.104 -3.079
H -2.276 1.256 -3.203
H -2.276 -0.076 -1.143
H -2.326 1.497 -0.829
O -4.967 -2.065 3.997
C -4.075 -1.284 4.450
O -4.006 -0.692 5.492
C -2.941 -1.095 3.410
C -2.992 -1.710 2.157
C -1.941 -1.502 1.260
N -0.832 -0.865 1.615
C -0.770 -0.332 2.826
C -1.798 -0.394 3.729
C 0.507 0.351 3.275
C 0.797 0.577 4.662
C 2.040 1.071 5.003
C 3.026 1.352 3.987
C 2.662 1.035 2.694
N 1.455 0.570 2.334
C -1.918 -2.166 -0.060
C -3.084 -2.602 -0.575
C -3.035 -3.294 -1.798
C -1.842 -3.373 -2.548
C -0.738 -2.755 -1.986
N -0.778 -2.165 -0.790
H -3.898 -2.316 2.048
H -1.769 0.211 4.649
H 0.032 0.426 5.382
H 2.270 1.420 6.031
H 4.009 1.666 4.303
H 3.373 1.247 1.881
H -3.966 -2.420 -0.039
H -3.920 -3.692 -2.276
H -1.831 -3.912 -3.501
H 0.115 -2.705 -2.607

Relative energy (zero: lowest compared OMol25 entry of this formula, charge and spin)   0.705 eV
Charge   +1
Lowest unoccupied orbital energy   -3.208 eV
E_HOMO   -9.52 eV
Orbital gap   6.309 eV

Atom charges from the Löwdin analysis, given in e for atoms 1 to 5: Sr 1.44; N -0.06; C -0.23; C -0.18; N -0.22

***

Record 4
# C6H39NO12

13 unconnected molecules or ions with the total composition C6H39NO12 in a non-equilibrium geometry (wB97M-V/def2-TZVPD, the OMol25 dataset).

Atoms and positions in Å:
C -1.169 -1.372 2.287
C -2.038 -0.589 3.282
C -0.803 -0.464 1.081
N 0.190 -1.109 0.191
C 0.675 -0.147 -0.825
C 2.171 -0.337 -1.065
C -0.431 -2.310 -0.445
H -1.698 -2.274 1.937
H -0.236 -1.658 2.787
H -2.954 -0.159 2.765
H -1.551 0.275 3.676
H -2.372 -1.295 4.080
H -0.390 0.480 1.407
H -1.760 -0.222 0.495
H 0.137 -0.250 -1.793
H 0.519 0.885 -0.476
H 2.761 -0.371 -0.078
H 2.600 0.516 -1.642
H 2.418 -1.177 -1.663
H -0.450 -3.120 0.279
H -1.413 -2.079 -0.858
H 0.230 -2.676 -1.320
H 0.738 3.294 0.318
H 1.965 2.694 -0.020
O 1.354 3.255 -0.417
H 0.646 2.650 -1.865
H 0.003 3.175 -3.109
O 0.153 2.399 -2.647
H 1.150 0.526 3.169
H 0.881 1.513 4.398
O 0.715 1.398 3.432
H 1.504 -0.959 1.683
H 2.582 0.132 1.889
O 2.183 -0.563 2.364
H -0.123 2.470 2.294
H -1.143 2.658 1.175
O -0.353 3.073 1.623
H -1.764 0.037 -2.372
H -1.245 1.547 -2.361
O -2.031 0.948 -2.079
H 1.680 -3.256 -2.538
H 1.936 -2.549 -3.942
O 1.256 -2.974 -3.399
H -3.649 -0.234 -0.736
H -3.307 -1.244 0.395
O -3.965 -1.037 -0.265
H 2.101 -2.755 -0.411
H 2.226 -4.252 -0.606
O 2.399 -3.458 -1.006
H -3.135 2.574 0.249
H -2.106 1.564 -0.550
O -2.445 1.950 0.355
H 2.048 2.216 1.958
H 3.523 2.351 1.712
O 2.770 1.903 1.441
H -1.526 -1.780 -3.995
H -0.241 -2.107 -3.257
O -1.080 -1.652 -3.190

Relative energy (zero: lowest compared OMol25 entry of this formula, charge and spin)   1.483 eV
Lowest unoccupied orbital energy   0.319 eV
E_HOMO   -9.09 eV
Orbital gap   9.405 eV

Atom charges from the Löwdin analysis, given in e for atoms 1 to 5: C -0.23; C -0.10; C -0.22; N -0.21; C -0.23

***

Record 5
# C30H42F18O18

8 unconnected molecules or ions with the total composition C30H42F18O18 in a non-equilibrium geometry (wB97M-V/def2-TZVPD, the OMol25 dataset).

Atoms and positions in Å:
C -5.693 5.858 -1.896
C -4.599 4.958 -1.339
O -3.401 5.466 -1.959
C -2.261 4.840 -1.663
O -2.119 3.850 -1.017
C -1.116 5.481 -2.499
F -0.028 5.655 -1.767
F -0.840 4.630 -3.518
F -1.470 6.623 -3.092
H -5.788 5.833 -2.982
H -5.515 6.898 -1.624
H -6.696 5.597 -1.553
H -4.694 3.899 -1.571
H -4.655 5.026 -0.252
C -1.966 -3.213 0.406
C -1.601 -4.661 0.072
O -2.325 -5.593 0.877
C -3.553 -5.951 0.506
O -4.107 -5.394 -0.402
C -4.122 -7.038 1.406
F -5.396 -7.255 1.116
F -3.470 -8.196 1.311
F -4.046 -6.646 2.696
H -2.965 -3.010 0.017
H -1.275 -2.544 -0.111
H -1.931 -2.922 1.455
H -0.571 -4.748 0.418
H -1.707 -4.880 -0.987
C -2.006 3.972 7.046
C -2.361 2.537 7.405
O -1.784 1.585 6.522
C -2.336 1.475 5.325
O -3.407 1.955 5.054
C -1.542 0.616 4.328
F -1.116 1.427 3.373
F -0.537 -0.006 4.963
F -2.324 -0.340 3.823
H -2.268 4.637 7.868
H -2.552 4.320 6.169
H -0.940 4.043 6.828
H -3.447 2.454 7.420
H -2.005 2.380 8.421
C -0.954 2.066 -7.372
C -0.862 2.070 -5.858
O -2.031 1.526 -5.284
C -3.057 2.282 -4.923
O -3.235 3.416 -5.260
C -4.049 1.534 -4.053
F -3.474 0.773 -3.127
F -4.911 2.396 -3.494
F -4.814 0.760 -4.833
H -0.074 2.566 -7.784
H -1.795 2.619 -7.787
H -0.928 1.041 -7.743
H -0.780 3.101 -5.506
H 0.019 1.489 -5.590
C 4.910 0.283 0.623
C 5.651 -0.441 -0.485
O 5.991 -1.699 0.041
C 6.620 -2.579 -0.725
O 6.934 -2.411 -1.869
C 6.902 -3.909 0.017
F 6.428 -4.890 -0.765
F 8.192 -4.097 0.203
F 6.198 -3.962 1.156
H 5.500 0.351 1.540
H 4.121 -0.392 0.968
H 4.455 1.210 0.287
H 6.549 0.017 -0.906
H 4.934 -0.426 -1.314
C 1.618 0.583 -2.919
C 1.842 2.061 -2.606
O 1.453 2.226 -1.238
C 2.190 3.014 -0.406
O 3.116 3.664 -0.770
C 1.699 3.035 1.056
F 2.532 2.338 1.812
F 1.770 4.304 1.482
F 0.458 2.586 1.158
H 2.228 0.231 -3.751
H 0.580 0.428 -3.224
H 1.745 -0.031 -2.028
H 1.145 2.625 -3.226
H 2.867 2.363 -2.813
C 3.418 -6.408 3.010
O 3.436 -5.094 2.477
C 2.991 -4.915 1.257
O 2.404 -5.742 0.597
O 3.265 -3.668 0.880
C 2.931 -3.207 -0.404
H 2.382 -6.744 3.041
H 3.773 -6.396 4.039
H 4.053 -7.083 2.440
H 3.024 -2.135 -0.256
H 1.892 -3.423 -0.665
H 3.529 -3.584 -1.236
C -1.070 0.328 -0.418
O -0.816 -0.182 0.868
C 0.311 -0.729 1.239
O 1.321 -0.894 0.590
O 0.085 -1.292 2.420
C 1.146 -1.882 3.150
H -1.005 1.414 -0.479
H -2.053 0.132 -0.848
H -0.360 -0.109 -1.119
H 1.340 -2.896 2.803
H 0.816 -1.970 4.184
H 2.039 -1.258 3.155

Relative energy (zero: lowest compared OMol25 entry of this formula, charge and spin)   0.095 eV
SMILES   CCOC(=O)C(F)(F)F.CCOC(=O)C(F)(F)F.CCOC(=O)C(F)(F)F.CCOC(=O)C(F)(F)F.CCOC(=O)C(F)(F)F.CCOC(=O)C(F)(F)F.COC(=O)OC.COC(=O)OC
Lowest unoccupied orbital energy   0.400 eV
E_HOMO   -10.80 eV
Orbital gap   11.196 eV

Atom charges from the Löwdin analysis, given in e for atoms 1 to 5: C -0.06; C -0.19; O 0.03; C -0.38; O 0.17

***

Record 6
# C2H8NOS

A gas-phase ion, C2H8NOS (charge +1) in a non-equilibrium geometry (wB97M-V/def2-TZVPD, the OMol25 dataset).

Atoms and positions in Å:
C 1.442 -0.377 1.372
C -0.126 0.015 -0.473
N -1.492 -0.265 -0.851
O 0.053 -0.369 0.816
S 0.245 1.834 -0.985
H 2.066 0.525 1.059
H 1.981 -1.228 0.780
H 1.485 -0.708 2.402
H 0.590 -0.745 -1.278
H -1.642 -0.193 -1.935
H -2.045 0.483 -0.312
H -1.896 -1.153 -0.506
H -0.660 2.182 -0.089

Relative energy (zero: lowest compared OMol25 entry of this formula, charge and spin)   2.455 eV
Charge   +1
SMILES   CO[C@@H]([NH3+])S
Lowest unoccupied orbital energy   -3.935 eV
E_HOMO   -14.44 eV
Orbital gap   10.508 eV

Atom charges from the Löwdin analysis, given in e for atoms 1 to 5: C -0.01; C -0.74; N 0.14; O -0.19; S 0.81

***

Record 7
# C4H7IN

2 unconnected molecules or ions with the total composition C4H7IN in a non-equilibrium geometry (wB97M-V/def2-TZVPD, the OMol25 dataset).

Atoms and positions in Å:
C 0.130 -1.301 0.207
C 1.069 -3.947 1.191
C -0.510 -0.160 0.265
C -0.550 0.851 -0.865
N 0.226 2.077 -0.458
I 0.438 -4.538 2.961
H 0.707 -1.778 -0.554
H -1.071 0.128 1.145
H -1.578 1.151 -1.074
H -0.100 0.438 -1.767
H 1.199 1.811 -0.256
H -0.182 2.473 0.399
H 0.222 2.794 -1.195

Relative energy (zero: lowest compared OMol25 entry of this formula, charge and spin)   7.735 eV
Charge   +1
Lowest unoccupied orbital energy (alpha / beta)   -3.800 / -4.002 eV
E_HOMO (alpha / beta)   -12.76 / -10.72 eV
Orbital gap (alpha / beta)   8.955 / 6.717 eV

Atom charges from the Löwdin analysis, given in e for atoms 1 to 5: C 0.12; C -0.64; C -0.21; C -0.16; N 0.19

***

Record 8
# C4H8N2S2

A molecular structure, C4H8N2S2 in a non-equilibrium geometry (wB97M-V/def2-TZVPD, the OMol25 dataset).

Atoms and positions in Å:
C -2.240 -0.942 -0.537
C 0.786 -1.173 -0.140
C 1.418 0.231 -0.450
C 0.548 1.255 0.351
H -2.681 -1.537 0.591
H -1.609 0.261 -0.218
H -3.036 -0.958 -1.452
H 1.583 -2.010 -0.378
H 2.377 0.453 0.023
H 1.504 0.438 -1.605
H 1.065 2.687 -0.717
H -0.479 1.111 2.321
N 0.800 2.526 0.278
N -0.044 0.532 1.475
S -0.611 -1.824 -1.070
S 0.618 -1.049 1.528

Relative energy (zero: lowest compared OMol25 entry of this formula, charge and spin)   4.317 eV
Lowest unoccupied orbital energy   0.497 eV
E_HOMO   -8.12 eV
Orbital gap   8.616 eV

Atom charges from the Löwdin analysis, given in e for atoms 1 to 5: C -0.42; C -1.02; C -0.21; C -0.51; H 0.11

***

Record-wise electronic energy values, in Ha: -1856.91972 -5097.01389 -1419.49673 -1209.63983 -4320.32220 -608.85501 -508.51951 -1062.93709